Density functional theory data (the ωB97M-V functional and the def2-TZVPD basis) for a structure of composition C38H33N4O2S5ScTe.

The geometry in XYZ format:
```
84
C38H33N4O2S5ScTe, DFT the ωB97M-V functional and the def2-TZVPD basis
C 2.838 -5.377 0.394
H -0.035 -0.090 -3.143
C -2.384 -2.888 -1.975
N -1.359 0.774 2.554
H -0.414 -0.351 4.062
C -1.834 5.440 2.446
H 4.246 2.602 2.224
C -2.352 -0.113 2.513
C 0.875 1.195 3.340
C 0.252 2.738 -1.015
H -1.837 -0.868 -4.633
O 0.105 3.736 -0.133
H 2.769 -1.358 2.271
C -0.498 -1.461 -1.567
H 2.947 -4.748 2.437
H -1.062 -2.310 1.012
C -1.373 -2.456 -1.112
H 2.633 -5.669 -1.718
C -3.249 0.841 -0.902
H 2.377 -2.744 3.294
N -0.153 1.551 -0.751
C 1.207 4.795 -4.049
S -3.638 6.789 1.022
C 1.995 3.900 -4.762
C -0.691 -0.890 -2.824
H 1.815 1.254 -2.646
C 2.080 -3.676 -1.169
H 1.023 5.788 -4.444
H -3.065 -3.659 -1.628
H 4.097 1.282 4.348
C -2.947 7.822 2.220
H 0.075 5.121 -2.242
H 2.141 2.981 0.921
S -0.870 4.212 3.044
Te 1.151 -0.769 -0.439
H -2.826 1.545 -1.608
H 2.408 -3.882 -3.281
H 2.576 -7.517 0.346
H 2.431 4.194 -5.710
S -3.322 9.413 2.369
N 0.970 1.903 2.213
C 3.216 1.462 3.745
C -1.709 -1.322 -3.657
C 2.525 -4.967 -0.894
S -1.731 7.034 3.157
C -4.150 -0.947 0.949
C 1.756 -3.333 -2.600
C -4.289 -0.005 -1.244
H 1.885 0.378 5.044
H -3.347 -2.701 -3.880
H 3.505 -6.931 1.727
H -4.708 0.033 -2.240
C -3.116 -0.063 1.208
H -5.560 -1.584 -0.538
O -2.655 -0.960 3.360
H -0.867 1.266 4.552
C 1.991 0.961 4.138
Sc -0.970 2.297 1.020
N -2.694 0.825 0.308
C -0.492 0.679 3.701
H -0.495 -3.818 0.313
C -2.550 -2.344 -3.236
C 2.116 -2.228 2.368
C -2.771 5.320 1.399
H 4.241 -6.993 0.124
C 2.246 -3.158 1.188
C 0.663 4.426 -2.827
C 2.154 2.398 1.834
S -3.137 3.921 0.550
C 1.920 -2.759 -0.120
C 3.306 2.193 2.567
C 3.316 -6.779 0.664
C 0.878 3.146 -2.322
H -4.437 -1.643 1.724
C 2.225 2.629 -4.253
C -1.285 -3.067 0.259
H 1.870 -2.266 -2.790
C -4.751 -0.905 -0.297
C 2.702 -4.453 1.420
H 1.099 -1.840 2.461
H -2.231 -3.542 0.525
C 1.659 2.250 -3.043
H 0.721 -3.591 -2.841
H 2.846 1.929 -4.801
```

* E_HOMO (alpha / beta): -4.84 / -4.84 eV
* charge: -1
* expectation value of S²: 0.77
* 2S+1: 2
* gap between HOMO and LUMO (alpha / beta): 6.9 / 5.3 eV

Density functional theory data (the ωB97M-V functional and the def2-TZVPD basis) for a structure of composition C42H58IrN3P2S2 in a non-equilibrium geometry.

The geometry in XYZ format:
```
108
C42H58IrN3P2S2, DFT the ωB97M-V functional and the def2-TZVPD basis
N 0.521 0.562 -1.319
H 5.893 -1.241 1.209
H -1.655 2.531 2.667
H -3.941 -1.547 0.788
H 0.500 3.167 3.146
C 0.985 4.190 1.261
Ir 0.115 0.646 0.692
H 6.672 -0.737 -2.037
C -0.960 -4.896 -0.954
C -3.036 -0.451 -1.646
H 2.350 5.208 -5.039
H -2.982 0.633 -1.710
C 0.600 -2.449 -3.482
C -0.804 0.004 4.562
H 4.043 -3.659 1.658
C 0.321 -0.103 5.374
C -2.591 3.028 -0.748
H 1.759 2.713 -5.169
C 1.429 2.800 -4.140
P 0.015 2.988 0.206
C 4.484 0.938 -2.388
H -3.203 -0.604 2.842
C 0.197 -1.272 -2.874
H 0.724 -4.302 0.222
C 5.717 -1.149 -1.710
H -2.979 1.967 1.620
H -1.964 3.949 1.100
C -3.206 -0.732 0.714
H -0.598 -5.906 -1.095
H -2.198 2.868 -1.755
H -0.742 5.891 -0.121
H -1.480 5.254 -1.596
H 3.939 0.402 -3.168
C 1.206 1.648 -3.413
H 1.443 -4.793 -4.351
H 0.720 5.096 -1.810
H -2.574 -0.868 -2.535
H -2.492 5.795 -0.266
H -1.798 -0.170 4.954
H 5.075 -1.617 2.721
C -2.336 1.711 2.455
C 4.971 -1.089 1.772
H 0.210 -0.350 6.421
H 3.523 -2.899 -1.900
C 0.844 4.122 -2.260
H 3.093 -4.180 -4.441
C 3.873 -3.128 0.720
H 3.877 1.785 -2.068
H 2.562 -5.063 -3.014
C 3.748 -1.641 1.034
H 0.623 5.536 -5.022
H -0.722 -0.789 -3.171
H 5.926 -1.885 -0.935
H 1.370 0.693 -3.889
N -1.547 0.495 2.167
H -1.873 -1.570 2.182
C 2.589 -2.429 -2.178
S 2.570 1.189 0.485
H -2.770 -5.189 -2.079
N -2.336 -0.919 -0.445
C 1.483 5.314 -4.388
H 5.366 0.571 -0.466
H 1.983 5.447 -0.236
C -0.219 -3.994 -0.216
H 2.452 0.007 5.485
H 1.650 6.176 -3.741
H 5.407 1.321 -2.826
H -0.035 -2.906 -4.231
H -2.768 2.052 -0.302
H 1.689 4.463 3.264
C 2.225 4.794 0.599
H 0.264 4.996 1.425
H 2.905 4.023 0.238
C -0.570 0.325 3.243
S 0.407 -1.712 1.027
C -2.169 -4.497 -1.505
H 2.878 -1.525 1.683
H 2.783 0.549 3.115
H 2.144 2.904 2.579
C 1.780 0.406 3.494
C 0.970 -0.657 -1.901
C 2.193 -1.246 -1.555
C -1.559 5.283 -0.510
H 2.956 -3.516 0.280
C 1.801 -3.055 -3.137
C 1.252 4.065 -3.583
H -2.952 1.535 3.339
C -0.644 -2.677 -0.015
H 4.711 -3.356 0.061
H -3.549 3.543 -0.842
C 0.607 2.976 -1.502
C -1.613 3.865 0.068
C 1.588 0.098 4.840
H -3.555 -2.898 -1.734
H 4.873 -0.024 1.991
H -4.094 -0.742 -1.659
C 4.829 -0.001 -1.232
H -3.775 0.188 0.556
C -2.608 -3.200 -1.305
H 5.272 -1.657 -2.566
C 0.665 0.544 2.683
H 2.757 5.393 1.340
C 1.342 3.637 2.639
C -2.469 -0.672 2.034
C 2.247 -4.343 -3.771
C -1.860 -2.273 -0.579
C 0.778 1.709 -2.078
P 3.307 -0.510 -0.346
```

* E_HOMO (alpha / beta): -9.63 / -9.61 eV
* charge: +1
* expectation value of S²: 0.76
* 2S+1: 2
* gap between HOMO and LUMO (alpha / beta): 7.1 / 5.9 eV

Density functional theory data (the ωB97M-V functional and the def2-TZVPD basis) for a cluster of 10 separate species, C53H59N10O4 in total in a non-equilibrium geometry.

The geometry in XYZ format:
```
126
C53H59N10O4, DFT the ωB97M-V functional and the def2-TZVPD basis
C -3.461 -1.284 3.000
H -4.024 -5.284 -5.736
H -6.074 -6.604 -1.510
C 2.106 -6.374 -4.267
C -0.631 6.933 7.997
H -3.701 -7.248 -1.938
C 1.882 -5.403 -3.305
C 1.164 -7.381 -4.411
C -0.138 -6.522 -2.749
H -1.491 -0.428 2.747
C -4.441 -5.601 -4.786
N 1.416 2.641 2.154
C 1.333 5.925 7.108
H -0.088 2.148 0.772
H 2.989 -6.351 -4.891
H 0.269 3.439 3.798
N -4.341 0.852 1.439
N -1.921 4.236 0.890
H 3.763 -11.383 -2.355
H 1.537 5.336 4.091
H -3.121 -2.115 3.607
H 1.635 5.142 1.511
C -4.365 -3.023 -8.043
H 1.733 2.527 4.239
C 2.555 9.414 3.918
H 2.717 6.287 2.336
N 0.847 -12.091 -0.825
C 0.739 -5.473 -2.529
C -5.582 -6.334 -2.435
H -4.728 -1.458 -9.470
C -2.556 -0.348 2.524
H -0.861 -10.960 -0.868
C -2.718 -1.436 -8.697
H 2.593 -4.598 -3.161
H -0.568 5.487 1.782
H 5.092 0.879 1.802
H 3.658 -1.375 -4.609
H 3.884 2.541 3.357
H 5.695 1.043 3.460
C 0.385 -1.944 -4.013
H -5.541 -1.854 3.045
N -5.714 -5.249 -4.574
H -3.304 3.131 -0.142
H 1.595 -0.692 -1.121
C 2.529 5.202 2.167
C 1.562 -1.044 -2.149
C -2.780 4.082 -0.120
C -6.258 -5.620 -3.412
H -2.383 1.457 1.357
H -3.719 4.867 -1.888
H 2.403 5.886 6.967
N -3.531 -3.646 -7.207
H 0.085 -9.170 -2.329
O 4.516 5.428 0.927
O 4.180 3.321 1.462
H -2.402 -0.577 -9.276
C -1.261 5.393 0.952
H 1.216 7.877 4.619
H -1.635 -3.689 -6.432
H -0.857 7.342 0.139
C -4.807 -1.142 2.690
C -2.290 -3.161 -7.118
H 5.720 9.695 5.067
C 3.835 9.927 4.050
N 0.644 4.948 6.515
C -1.367 5.928 7.388
C 3.810 4.653 1.496
H -0.818 -1.715 -7.719
C 2.209 8.313 4.685
H 2.182 1.973 2.178
C 2.166 4.587 3.560
H 2.643 -13.074 -0.904
O 1.014 -0.155 0.689
C -4.011 -1.922 -8.807
C 0.688 -10.019 -2.034
H 4.145 10.787 3.469
H -0.643 2.016 2.503
H -6.231 0.085 1.638
H -7.292 -5.322 -3.268
C 2.111 -12.190 -1.242
H 0.532 -4.731 -1.769
C -2.315 6.241 -1.004
C 4.266 8.224 5.653
H -0.533 -1.529 -2.110
H -2.468 7.021 -1.741
N 2.721 -0.997 -2.824
H 1.617 -2.234 -5.759
C 0.197 1.842 1.802
H -1.215 4.156 6.170
H -2.445 5.893 7.473
C 1.572 -1.902 -4.729
H 6.587 1.831 2.062
C 0.162 -11.015 -1.224
C -3.048 0.697 1.752
N 0.053 -7.472 -3.673
C 2.705 -1.424 -4.091
C 2.733 -11.251 -2.049
H -5.366 -3.437 -8.092
C 1.317 3.253 3.494
H 2.451 -9.388 -3.084
H -1.127 7.706 8.573
H 5.288 3.643 3.264
H 4.918 7.715 6.356
C 2.002 -10.144 -2.452
C 0.625 0.337 1.762
H 1.356 7.703 8.317
C -0.684 4.964 6.663
H -1.047 -6.622 -2.164
C -3.679 -6.318 -3.876
H -2.652 -6.576 -4.102
C -1.836 -2.066 -7.834
C 0.373 -1.510 -2.699
C -5.190 -0.064 1.909
C 0.747 6.936 7.857
C 4.734 2.859 2.703
C 5.598 1.587 2.495
C -1.420 6.423 0.038
H 3.081 4.471 4.183
C 4.713 9.323 4.936
O 0.578 -0.317 2.841
C -4.264 -6.689 -2.677
H 1.842 9.857 3.237
N 3.037 7.714 5.543
H 1.292 -8.162 -5.153
C -3.012 5.047 -1.089
H -0.523 -2.314 -4.478
```

* E_HOMO: -4.67 eV
* charge: -1
* gap between HOMO and LUMO: 6.8 eV

Density functional theory data (the ωB97M-V functional and the def2-TZVPD basis) for the ion C4H9N2 with charge +1 in a non-equilibrium geometry.

The geometry in XYZ format:
```
15
C4H9N2, DFT the ωB97M-V functional and the def2-TZVPD basis
H 1.081 1.687 0.129
N -1.424 1.610 0.062
C -2.271 -0.729 0.062
H -3.302 -0.251 -0.136
C -1.295 0.382 -0.087
C 1.194 0.690 -0.047
H 3.048 0.673 -0.737
H 2.983 0.611 0.877
C 2.548 0.201 0.067
H -2.041 -1.034 1.001
N 0.135 -0.061 -0.188
H 2.540 -0.786 0.239
H -2.417 1.869 0.187
H 0.090 -1.091 -0.228
H -2.024 -1.437 -0.732
```

* E_HOMO: -15.31 eV
* charge: +1
* structure (SMILES): [H]/N=C(C)/[NH+]=C/C
* gap between HOMO and LUMO: 10.2 eV

Density functional theory data (the ωB97M-V functional and the def2-TZVPD basis) for a cluster of 2 separate species, CH5O3PS in total in a non-equilibrium geometry.

The geometry in XYZ format:
```
11
CH5O3PS, DFT the ωB97M-V functional and the def2-TZVPD basis
H 1.451 -0.922 -0.854
H -0.041 1.410 0.025
O -0.188 -0.414 -0.727
P 3.251 -0.164 -0.064
C -0.463 0.410 0.374
H -0.734 -1.215 -0.718
H -1.584 0.625 0.520
S 2.656 1.621 0.446
O 2.393 -1.183 -0.893
O 4.537 -0.680 0.370
H 0.121 0.017 1.205
```

* E_HOMO: -9.69 eV
* charge: 0
* structure (SMILES): O=P(O)=S.CO
* gap between HOMO and LUMO: 9.7 eV

Density functional theory data (the ωB97M-V functional and the def2-TZVPD basis) for a cluster of 6 separate species, C5H21N2O5 in total in a non-equilibrium geometry.

The geometry in XYZ format:
```
33
C5H21N2O5, DFT the ωB97M-V functional and the def2-TZVPD basis
N -2.274 1.845 -0.680
C 0.732 0.757 -0.017
C -1.567 0.748 -1.064
H -1.146 0.284 0.965
H 1.210 0.884 0.941
H -3.758 3.141 -0.512
O 2.646 2.543 -1.190
H 3.325 -2.230 -2.638
O 0.806 -1.412 2.981
N 1.672 -0.072 -0.866
H -2.514 -1.112 3.846
C -1.869 0.173 -2.268
C -0.681 0.127 -0.013
H 1.378 -1.092 3.698
H 2.674 3.143 -1.946
O 0.925 -2.323 0.431
H 1.476 0.144 -1.838
H -1.304 -0.699 -2.606
H 2.088 -3.127 -2.631
H 2.666 0.100 -0.746
O 2.484 -2.370 -2.186
H 1.533 -1.086 -0.827
H 1.003 -2.171 1.402
H -0.067 -1.009 3.161
H -0.707 -0.958 -0.081
H 0.639 1.698 -0.541
C -3.505 2.081 -0.581
H -4.405 1.469 -0.462
H 0.607 -3.239 0.425
H -2.558 0.420 -3.068
H -1.889 0.074 4.630
H 3.296 2.939 -0.591
O -1.703 -0.612 3.977
```

* E_HOMO (alpha / beta): -17.15 / -17.15 eV
* charge: +2
* expectation value of S²: 0.77
* 2S+1: 2
* gap between HOMO and LUMO (alpha / beta): 9.8 / 6.6 eV